Formula: C28H47N2O8PS
Source: the OMol25 dataset
Level of theory: ωB97M-V with the def2-TZVPD basis set

Each atom is followed by the atoms it is bonded to, with distances in Å.
Positions of all 87 atoms, in Å:
1 N 8.883 -0.370 1.736  N2 1.414, H16 1.044, H17 1.043
2 N 7.919 0.049 2.681  N1 1.414, C3 1.543, C14 1.542
3 C 6.961 -1.155 2.552  N2 1.543, O4 1.362, C5 1.639
4 O 7.364 -2.456 2.569  C3 1.362
5 C 5.437 -0.589 2.340  C3 1.639, C6 1.658, C13 1.639
6 C 3.977 -1.373 2.283  C5 1.658, C7 1.654, H18 1.171
7 C 2.657 -0.419 1.998  C6 1.654, S8 1.887, C9 1.642
8 S 0.977 -1.270 1.873  C7 1.887, H19 1.431
9 C 2.866 1.200 1.823  C7 1.642, C10 1.660, H20 1.193
10 C 4.352 1.932 1.925  C9 1.660, P11 1.910, C13 1.640
11 P 4.474 3.831 1.759  C10 1.910, O12 1.581, H21 1.469, H22 1.453
12 O 5.705 4.494 2.496  P11 1.581
13 C 5.693 1.021 2.167  C5 1.639, C10 1.640, C14 1.639
14 C 7.286 1.395 2.274  N2 1.542, C13 1.639, O15 1.335
15 O 7.971 2.518 2.043  C14 1.335
16 H 9.423 0.451 1.384  N1 1.044
17 H 9.571 -1.002 2.202  N1 1.043
18 H 3.911 -2.535 2.417  C6 1.171
19 H 1.235 -2.667 2.045  S8 1.431
20 H 1.878 1.836 1.612  C9 1.193
21 H 3.273 4.431 2.357  P11 1.469
22 H 4.389 4.133 0.340  P11 1.453
23 C 3.967 -0.579 -3.361  C24 1.507, C27 1.513, H28 1.093, H29 1.097
24 C 2.896 -1.180 -2.488  C23 1.507, C25 1.513, H30 1.096, H31 1.093
25 C 3.079 -0.418 -1.193  C24 1.513, O26 1.434, H32 1.095, H33 1.094
26 O 3.571 0.883 -1.542  C25 1.434, C27 1.434
27 C 3.957 0.869 -2.923  C23 1.513, O26 1.434, H34 1.095, H35 1.093
28 H 3.782 -0.702 -4.431  C23 1.093
29 H 4.937 -1.034 -3.126  C23 1.097
30 H 1.908 -0.966 -2.912  C24 1.096
31 H 2.987 -2.262 -2.363  C24 1.093
32 H 3.826 -0.897 -0.552  C25 1.095
33 H 2.146 -0.321 -0.630  C25 1.094
34 H 3.214 1.447 -3.484  C27 1.095
35 H 4.933 1.349 -3.038  C27 1.093
36 C -1.489 1.113 -5.905  C37 1.507, C40 1.513, H41 1.093, H42 1.097
37 C -1.962 0.717 -4.530  C36 1.507, C38 1.513, H43 1.096, H44 1.093
38 C -0.682 0.241 -3.879  C37 1.513, O39 1.434, H45 1.095, H46 1.094
39 O 0.388 0.992 -4.468  C38 1.434, C40 1.434
40 C -0.120 1.687 -5.615  C36 1.513, O39 1.434, H47 1.095, H48 1.093
41 H -2.151 1.821 -6.410  C36 1.093
42 H -1.395 0.221 -6.536  C36 1.097
43 H -2.345 1.598 -4.002  C37 1.096
44 H -2.746 -0.045 -4.537  C37 1.093
45 H -0.500 -0.819 -4.088  C38 1.095
46 H -0.683 0.388 -2.796  C38 1.094
47 H -0.182 2.751 -5.360  C40 1.095
48 H 0.571 1.569 -6.454  C40 1.093
49 C -6.443 1.258 -7.263  C50 1.507, C53 1.513, H54 1.093, H55 1.097
50 C -6.331 0.220 -6.176  C49 1.507, C51 1.513, H56 1.096, H57 1.093
51 C -4.957 -0.359 -6.431  C50 1.513, O52 1.434, H58 1.095, H59 1.094
52 O -4.160 0.693 -6.993  C51 1.434, C53 1.434
53 C -5.025 1.780 -7.350  C49 1.513, O52 1.434, H60 1.095, H61 1.093
54 H -7.173 2.042 -7.049  C49 1.093
55 H -6.723 0.777 -8.208  C49 1.097
56 H -6.355 0.708 -5.194  C50 1.096
57 H -7.123 -0.532 -6.203  C50 1.093
58 H -4.998 -1.174 -7.161  C51 1.095
59 H -4.483 -0.731 -5.518  C51 1.094
60 H -4.857 2.590 -6.632  C53 1.095
61 H -4.771 2.141 -8.350  C53 1.093
62 C -4.230 -2.458 2.960  C63 1.507, C66 1.513, H67 1.093, H68 1.097
63 C -3.163 -1.731 3.737  C62 1.507, C64 1.513, H69 1.096, H70 1.093
64 C -1.913 -2.486 3.341  C63 1.513, O65 1.434, H71 1.095, H72 1.094
65 O -2.124 -2.971 2.008  C64 1.434, C66 1.434
66 C -3.509 -2.800 1.675  C62 1.513, O65 1.434, H73 1.095, H74 1.093
67 H -5.135 -1.867 2.797  C62 1.093
68 H -4.511 -3.378 3.487  C62 1.097
69 H -3.097 -0.692 3.392  C63 1.096
70 H -3.334 -1.723 4.816  C63 1.093
71 H -1.750 -3.352 3.990  C64 1.095
72 H -1.018 -1.857 3.367  C64 1.094
73 H -3.579 -1.981 0.950  C66 1.095
74 H -3.891 -3.712 1.208  C66 1.093
75 C -2.464 0.996 8.168  C76 1.507, C79 1.513, H80 1.093, H81 1.097
76 C -2.829 -0.278 8.886  C75 1.507, C77 1.513, H82 1.096, H83 1.093
77 C -3.211 -1.189 7.739  C76 1.513, O78 1.434, H84 1.095, H85 1.094
78 O -2.428 -0.784 6.607  C77 1.434, C79 1.434
79 C -1.808 0.473 6.909  C75 1.513, O78 1.434, H86 1.095, H87 1.093
80 H -1.813 1.655 8.747  C75 1.093
81 H -3.375 1.551 7.912  C75 1.097
82 H -1.949 -0.677 9.403  C76 1.096
83 H -3.630 -0.156 9.619  C76 1.093
84 H -4.267 -1.074 7.474  C77 1.095
85 H -3.020 -2.243 7.960  C77 1.094
86 H -0.739 0.289 7.066  C79 1.095
87 H -1.923 1.155 6.061  C79 1.093

Values from the calculation:
HOMO energy	-8.769	eV
strongest force on any atom	9.3	eV/Å
LUMO level	-1.493	eV
structure (SMILES)	NN1C(=O)c2cc(S)cc([PH2]=O)c2C1=O.C1CCOC1.C1CCOC1.C1CCOC1.C1CCOC1.C1CCOC1
frontier orbital gap	0.2674	hartree